(A)
Density functional theory data (ωB97M-V/def2-TZVPD) for 2 unconnected molecules or ions with the total composition C5H11NO2.

Geometry as XYZ:
```
19
Properties=species:S:1:pos:R:3:lowdin_charge:R:1
O 3.21816 -1.78876 0.74447 0.039
C 2.06502 -1.56805 0.42223 -0.255
C 1.23686 -0.56075 1.21254 -0.165
C -0.25378 -0.98859 1.02615 -0.231
C -1.06823 -0.29617 -0.08499 -0.129
C -1.90318 -0.89313 -0.97852 -0.196
N -2.67052 -0.13235 -1.89863 0.029
H 1.59914 -2.12537 -0.28504 0.083
H 1.46927 0.43035 0.70415 0.125
H 1.55122 -0.48256 2.30201 0.131
H -0.67902 -0.99671 2.13304 0.138
H -0.17231 -2.06408 0.77608 0.086
H -1.06039 0.77861 -0.01551 0.088
H -1.83437 -1.99440 -1.04085 0.117
H -3.44852 -0.70095 -2.30104 0.097
H -3.01438 0.74679 -1.68817 0.046
H 1.75649 4.98735 -0.53222 0.053
H 1.63762 3.61547 0.17138 0.002
O 1.57090 4.03331 -0.66708 -0.059
```

* SMILES: N/C=C/CCC=O.O
* lowest unoccupied orbital energy: 0.0278 Eh
* orbital gap: 9.03 eV

(B)
Density functional theory data (ωB97M-V/def2-TZVPD) for C5H11NO2 in the gas phase.

Geometry as XYZ:
```
19
Properties=species:S:1:pos:R:3:lowdin_charge:R:1
C 2.39393 0.40841 -0.57103 -0.069
C 1.18733 -0.40309 -0.13389 -0.449
C -0.11826 0.41748 -0.28224 -0.158
C -1.33249 -0.52599 -0.23944 -0.110
C -2.67121 -0.00688 0.14181 -0.513
O -2.76438 1.35458 0.03218 0.084
O -3.65853 -0.63893 0.41669 0.097
N 1.15865 -0.91228 1.24699 0.019
H 3.11767 0.43995 0.25396 0.073
H 2.93629 -0.02225 -1.41197 0.071
H 2.16636 1.43426 -0.85578 0.070
H 1.17892 -1.31032 -0.74983 0.133
H -0.18488 1.15799 0.51206 0.119
H -0.14226 0.90662 -1.25728 0.117
H -1.09140 -1.30128 0.49793 0.120
H -1.47777 -1.10469 -1.14711 0.135
H -3.69723 1.58956 0.07952 0.116
H 2.03724 -1.31751 1.57161 0.076
H 0.96203 -0.16563 1.89584 0.069
```

* SMILES: C[C@@H](N)CCC(=O)O
* lowest unoccupied orbital energy: 0.0304 Eh
* orbital gap: 10.40 eV

(C)
Density functional theory data (ωB97M-V/def2-TZVPD) for a molecular structure, C5H11NO2.

Geometry as XYZ:
```
19
Properties=species:S:1:pos:R:3:lowdin_charge:R:1
C 1.48881 -0.63433 0.76681 -0.200
C 1.53964 -0.08088 -1.11787 -0.124
O 1.19544 -1.97797 0.46818 -0.114
O 1.52942 1.06190 -1.47848 -0.005
H 0.49720 -2.24983 1.08018 0.086
H 1.29697 -0.48949 1.83694 0.101
H 2.56407 -0.45013 0.81740 0.074
H 1.72037 -0.90217 -1.85504 0.117
C -1.49149 0.12716 0.49606 -0.264
C -1.63017 -0.42905 -0.92062 -0.088
C 0.05923 1.92253 0.44062 -0.042
N -0.19535 0.71940 0.78771 -0.121
H -1.63519 -0.67980 1.22078 0.103
H -2.27364 0.87360 0.67393 0.108
H -0.62506 2.52276 -0.15404 0.086
H 0.98450 2.37903 0.76090 0.079
H -2.66324 -0.73055 -1.10165 0.073
H -1.36457 0.32013 -1.66357 0.072
H -0.99697 -1.30234 -1.05825 0.061
```

* lowest unoccupied orbital energy: 0.0299 Eh
* orbital gap: 8.31 eV

(D)
Density functional theory data (ωB97M-V/def2-TZVPD) for 3 unconnected molecules or ions with the total composition C5H11NO2.

Geometry as XYZ:
```
19
Properties=species:S:1:pos:R:3:lowdin_charge:R:1
N -2.39607 -0.28099 0.21076 0.195
C 1.20902 -0.28422 -1.80585 0.007
C -0.09083 -0.52147 -2.21833 0.008
C -1.56564 1.90114 1.02315 0.218
C -1.34302 0.56019 0.69758 -0.335
C -0.15889 -0.19392 1.34013 -0.178
O 1.10699 0.60537 1.13377 -0.175
H -3.34539 0.14515 0.06220 0.075
H 1.83153 -1.09567 -1.63838 0.016
H 1.59555 0.69274 -1.43022 0.088
H -0.76297 -0.25980 -1.47069 -0.016
H -0.23529 -1.18027 -3.08531 0.069
H -0.73719 2.59095 1.37117 0.118
H -2.50272 2.37345 1.05057 0.059
H -0.28364 -0.49242 2.44980 0.149
H -0.01107 -1.12583 0.75688 0.102
H 3.29982 -1.97322 0.32387 -0.066
H 1.86883 -0.04929 0.92781 0.023
O 2.52098 -1.41187 0.30109 -0.359
```

* lowest unoccupied orbital energy: -0.1652 Eh
* orbital gap: 3.20 eV

Of them, (D) has the lowest stability.

(A)
Density functional theory data (ωB97M-V/def2-TZVPD) for 2 unconnected molecules or ions with the total composition C5H11NO2.

Geometry as XYZ:
```
19
Properties=species:S:1:pos:R:3:lowdin_charge:R:1
O 1.55457 -1.84904 -1.33994 0.123
C 0.81245 -1.19933 -0.64293 -0.436
O -1.06213 0.54309 2.43042 -0.413
C 0.67153 -1.48111 0.80320 0.001
C -0.09931 -0.29040 -1.37174 0.154
C -1.20778 0.45148 -0.85090 -0.253
C 0.37802 2.16171 -0.09254 -0.090
N -0.88688 1.46114 0.09840 0.014
H -1.44091 0.63213 3.32842 -0.057
H -0.05832 -2.28156 0.87076 0.105
H 0.29871 -0.68890 1.49406 0.062
H 1.58286 -1.98687 1.08780 0.091
H -0.03490 -0.28750 -2.47086 0.143
H -2.00619 -0.19676 -0.43744 0.178
H -1.67248 0.96012 -1.70445 0.141
H 1.28442 1.58554 0.18083 0.094
H 0.38866 2.96347 0.58063 0.072
H 0.49460 2.50412 -1.08373 0.075
H -0.97639 1.16428 1.13066 -0.005
```

* lowest unoccupied orbital energy: -0.1326 Eh
* orbital gap: 4.46 eV

(B)
Density functional theory data (ωB97M-V/def2-TZVPD) for 2 unconnected molecules or ions with the total composition C5H11NO2.

Geometry as XYZ:
```
19
Properties=species:S:1:pos:R:3:lowdin_charge:R:1
C 0.08518 1.95315 -0.50593 -0.063
C 1.55950 -0.86187 1.31956 -0.023
C 1.07632 -0.76348 -0.08886 -0.395
O -0.29631 0.75183 0.18488 -0.249
N 1.68614 -0.39473 -1.12206 0.095
H 2.23774 -1.11179 -1.58389 0.080
H 0.52808 1.64812 -1.45562 0.071
H 0.85655 2.42554 0.09904 0.096
H -0.77441 2.59365 -0.69597 0.094
H 2.30407 -1.64961 1.41380 0.094
H 1.94100 0.11301 1.62187 0.087
H 0.73287 -1.12500 1.97444 0.081
C -1.50756 0.08926 -0.30895 -0.178
C -2.61881 0.21328 0.41032 0.054
O -0.08996 -1.96672 -0.21025 -0.141
H -0.07973 -2.35165 -1.09672 0.049
H -1.47652 -0.00772 -1.38618 0.123
H -2.61307 0.59515 1.41860 0.068
H -3.55107 -0.15041 0.01192 0.058
```

* SMILES: [H]/N=C(/C)O.C=COC
* lowest unoccupied orbital energy: 0.0366 Eh
* orbital gap: 9.51 eV

(C)
Density functional theory data (ωB97M-V/def2-TZVPD) for 3 unconnected molecules or ions with the total composition C5H11NO2.

Geometry as XYZ:
```
19
Properties=species:S:1:pos:R:3:lowdin_charge:R:1
O -1.70487 -1.69839 -0.45227 0.027
C -0.68037 -1.20186 -0.92968 -0.246
C -0.33131 0.21827 -1.08320 -0.190
C 0.20924 0.66342 0.22790 -0.249
C 1.66393 0.33085 0.34463 -0.453
C 2.56253 1.13926 -0.29464 -0.018
N 1.96144 -0.84977 1.20606 0.084
H 0.15313 -1.85662 -0.96730 0.106
H 0.36225 0.65450 -1.91848 0.155
H -1.31906 0.78075 -1.47761 0.161
H 0.01282 1.66624 0.13378 0.085
H -0.25782 0.42353 1.16589 0.122
H 3.63886 0.90511 -0.03387 0.003
H 2.16456 2.01780 1.22843 0.279
H 2.97037 -1.00732 1.10909 0.081
H 1.72100 -0.61160 2.14760 0.075
H -3.89326 1.15618 0.64106 0.039
H -2.65644 0.04784 0.17382 0.086
O -2.94146 1.05743 0.42291 -0.146
```

* lowest unoccupied orbital energy: -0.0349 Eh
* orbital gap: 7.57 eV

(D)
Density functional theory data (ωB97M-V/def2-TZVPD) for a molecular structure, C5H11NO2.

Geometry as XYZ:
```
19
Properties=species:S:1:pos:R:3:lowdin_charge:R:1
C -1.34926 0.03975 1.17081 -0.210
C -1.31661 0.87235 -0.47935 -0.309
O -2.05934 -1.15130 0.97298 -0.108
O -0.46511 1.86582 -0.63444 -0.197
H 0.65012 1.60906 -0.11826 0.084
H -2.84526 -0.96251 0.44199 0.082
H -0.49829 -0.21316 1.79538 0.067
H -1.91362 0.79066 1.73529 0.087
H -1.15303 -0.00845 -1.11937 0.069
H -2.36642 1.20154 -0.47871 0.094
C 1.62378 -0.27364 0.58782 -0.173
C 1.30255 -1.18287 -0.48982 -0.147
C 1.23935 -0.83221 -1.77767 0.068
N 1.67629 1.01801 0.44077 0.111
H 1.99684 1.54067 1.24763 0.101
H 1.86537 -0.72464 1.54759 0.122
H 1.15953 -2.21136 -0.19713 0.104
H 1.00368 -1.55649 -2.54290 0.072
H 1.44943 0.17875 -2.10262 0.082
```

* lowest unoccupied orbital energy: -0.0235 Eh
* orbital gap: 7.31 eV

Of them, (C) has the lowest stability.

(A)
Density functional theory data (ωB97M-V/def2-TZVPD) for 2 unconnected molecules or ions with the total composition C5H11NO2.

Geometry as XYZ:
```
19
Properties=species:S:1:pos:R:3:lowdin_charge:R:1
C -1.80969 -0.23157 -0.50754 -0.530
C -1.86650 0.29483 0.92039 -0.018
O -2.99565 -0.86561 -0.89759 -0.005
O -0.71461 -1.10997 -0.60102 -0.029
H -3.21177 -1.54114 -0.24258 0.099
H -0.66823 -1.45185 -1.50667 0.109
H -1.69404 0.60001 -1.21879 0.148
H -2.76145 0.89913 1.04722 0.085
H -0.97863 0.88457 1.13289 0.063
H -1.89393 -0.54530 1.61317 0.085
C 1.92177 1.49595 -0.92936 -0.111
C 2.24464 -0.74971 0.75729 -0.026
C 1.96428 0.59439 0.28596 -0.366
N 1.55408 1.74797 0.52284 0.127
H 2.82403 1.97598 -1.28076 0.064
H 1.17749 1.27869 -1.68815 0.063
H 1.41168 -1.38526 0.44836 0.070
H 3.16002 -1.12495 0.30231 0.086
H 2.33652 -0.76613 1.84202 0.084
```

* SMILES: CC1=NC1.CC(O)O
* lowest unoccupied orbital energy: 0.0271 Eh
* orbital gap: 10.05 eV

(B)
Density functional theory data (ωB97M-V/def2-TZVPD) for C5H11NO2 in the gas phase.

Geometry as XYZ:
```
19
Properties=species:S:1:pos:R:3:lowdin_charge:R:1
C -0.74566 -0.89310 -0.90399 -0.123
C 0.20403 -0.36011 2.23987 -0.068
C -2.09872 -0.24551 -0.78767 -0.138
C 0.78652 0.77155 0.28357 -0.419
C 0.71053 0.24140 -0.93612 -0.150
N 1.81667 0.25309 -1.77564 0.071
O -0.25820 0.47127 1.16630 -0.162
O 1.77788 1.62430 0.73387 0.050
H 1.31269 2.35972 1.16266 0.117
H 2.53835 0.91468 -1.49007 0.095
H 1.68226 -0.14187 -2.69491 0.082
H -0.58736 -1.16600 -1.94788 0.068
H -0.69226 -1.84292 -0.37023 0.091
H 0.54662 -1.32807 1.85984 0.092
H -0.63056 -0.50134 2.92976 0.089
H 1.00782 0.13800 2.78811 0.085
H -2.42786 -0.15376 0.25071 0.065
H -2.08293 0.74250 -1.25339 0.080
H -2.85981 -0.88383 -1.25480 0.073
```

* SMILES: CC/C(N)=C(/O)OC
* lowest unoccupied orbital energy: 0.0315 Eh
* orbital gap: 8.14 eV

Of them, (B) has the lowest stability.